(1)
49
Properties=species:S:1:pos:R:3 method="wB97M-V/def2-TZVPD" lumo_energy_ev=2.89 total_charge=-1 orbital_gap_ev=7.454 e_homo_ev=-4.57 e_tot_ha=-3339.22012
Zn -0.17 -0.92 0.51
C -2.04 -0.59 -1.70
O -1.27 0.60 -1.85
O -1.45 -1.44 -0.90
C -3.49 -0.27 -1.32
F -3.64 0.39 -0.15
F -4.11 0.50 -2.26
F -4.19 -1.41 -1.22
C -1.43 1.33 -3.04
C -0.62 2.60 -2.94
H 0.36 2.39 -2.49
H -0.52 3.04 -3.93
H -1.13 3.35 -2.33
H -2.48 1.53 -3.24
H -1.04 0.74 -3.88
H -2.16 -1.04 -2.72
C 2.27 -0.04 -0.21
O 1.77 -1.36 -0.55
O 1.31 0.54 0.46
C 3.65 -0.17 0.45
F 3.89 -1.36 1.00
F 4.62 -0.02 -0.50
F 3.88 0.77 1.37
C 2.25 -1.96 -1.75
C 1.60 -3.33 -1.84
H 2.16 -3.98 -2.53
H 1.53 -3.79 -0.86
H 0.62 -3.26 -2.31
H 3.34 -1.99 -1.79
H 1.91 -1.32 -2.58
H 2.43 0.46 -1.19
C 1.30 -1.15 3.65
C 0.72 -2.40 2.99
O -0.15 -2.13 1.97
H 0.58 -0.35 3.75
H 2.22 -0.82 3.16
H 1.67 -1.43 4.66
H 0.25 -3.05 3.76
H 1.55 -3.05 2.63
C -0.90 2.94 0.99
C -1.54 1.84 1.78
O -1.34 0.68 1.50
C -2.36 2.23 2.98
H -0.37 2.55 0.12
H -0.15 3.44 1.62
H -1.65 3.70 0.76
H -3.44 2.14 2.86
H -2.19 3.27 3.25
H -2.08 1.62 3.84

---

(2)
9
Properties=species:S:1:pos:R:3 method="wB97M-V/def2-TZVPD" lumo_energy_ev=-0.67 orbital_gap_ev=7.722 e_above_lowest_ev=0.4938 e_homo_ev=-8.39 e_tot_ha=-1159.46942
C 0.41 -0.70 -0.42
C 0.42 0.57 0.45
P 1.95 -1.62 0.05
P 3.29 -0.03 0.07
S 1.99 1.61 -0.12
H -0.46 -1.21 -0.19
H 0.50 -0.58 -1.56
H -0.51 1.26 0.19
H 0.51 0.53 1.59

---

(3)
43
Properties=species:S:1:pos:R:3 method="wB97M-V/def2-TZVPD" lumo_energy_ev=-6.45 total_charge=+2 orbital_gap_ev=9.225 e_homo_ev=-15.67 e_tot_ha=-3948.68494
Be 0.93 -0.80 -0.45
C 0.67 -0.86 4.91
C 1.25 -1.22 3.58
C 2.36 -2.06 3.48
C 2.87 -2.42 2.24
C 2.23 -1.90 1.14
Br 2.71 -2.22 -0.67
N 1.18 -1.09 1.20
C 0.69 -0.75 2.40
H 1.45 -0.62 5.63
H 0.11 -1.71 5.31
H -0.01 -0.01 4.84
H 2.83 -2.43 4.38
H 3.73 -3.07 2.14
H -0.17 -0.09 2.40
C -2.19 -2.24 -0.43
P -0.99 -1.20 -1.32
C -1.11 -1.76 -3.05
C -1.61 0.51 -1.32
C -2.98 0.77 -1.44
C -3.45 2.07 -1.47
C -2.55 3.13 -1.38
C -1.19 2.89 -1.27
C -0.71 1.58 -1.24
P 1.07 1.23 -1.13
C 1.83 2.51 -0.08
C 1.74 1.54 -2.79
H -3.13 -2.30 -0.98
H -2.38 -1.84 0.57
H -1.78 -3.24 -0.34
H -2.11 -1.56 -3.43
H -0.91 -2.83 -3.10
H -0.38 -1.23 -3.67
H -3.68 -0.05 -1.52
H -4.51 2.26 -1.56
H -2.92 4.15 -1.40
H -0.51 3.72 -1.21
H 1.71 3.49 -0.54
H 2.89 2.30 0.00
H 1.39 2.51 0.91
H 1.51 2.56 -3.09
H 1.30 0.85 -3.50
H 2.82 1.42 -2.77

---

(4)
11
Properties=species:S:1:pos:R:3 method="wB97M-V/def2-TZVPD" lumo_energy_ev="-0.78 / -0.72" orbital_gap_ev="9.240 / 9.040" e_above_lowest_ev=4.2537 e_homo_ev="-10.02 / -9.76" e_tot_ha=-496.82904
C 1.23 -0.18 0.70
C -0.10 0.41 0.46
O -2.52 0.30 -0.93
P -1.21 -0.22 -0.81
H 2.05 0.43 0.96
H 1.42 -0.83 1.62
H 1.47 -0.85 -0.14
H 0.07 2.14 -0.58
H -0.80 0.45 1.28
H -0.69 -0.10 -2.08
H -0.93 -1.55 -0.48

---

(5)
43
Properties=species:S:1:pos:R:3 method="wB97M-V/def2-TZVPD" lumo_energy_ev="-3.17 / -2.68" total_charge=+1 orbital_gap_ev="8.141 / 8.618" e_above_lowest_ev=0.0000 spin_multiplicity=2 e_homo_ev="-11.31 / -11.30" e_tot_ha=-3185.35749
Co 0.22 0.31 0.38
N -2.97 -2.24 0.84
C -3.78 -1.30 0.24
C -5.15 -1.26 -0.01
C -5.64 -0.12 -0.61
C -4.79 0.95 -0.97
C -3.43 0.91 -0.72
C -2.93 -0.24 -0.10
N -1.65 -0.56 0.30
C -1.71 -1.74 0.85
C -0.51 -2.33 1.43
C -0.25 -3.60 1.81
S 1.35 -3.71 2.42
C 1.58 -2.04 2.11
N 0.54 -1.45 1.61
H -3.26 -3.13 1.21
H -5.81 -2.08 0.25
H -6.70 -0.03 -0.81
H -5.22 1.81 -1.46
H -2.76 1.71 -1.01
H -0.88 -4.47 1.77
H 2.51 -1.54 2.32
F -0.16 1.93 -0.91
B 1.04 2.74 -0.82
F 1.90 2.01 0.10
F 0.72 3.98 -0.31
F 1.66 2.80 -2.07
N 5.62 -0.24 -2.72
C 4.40 0.18 -2.38
N 4.06 1.45 -2.60
N 3.59 -0.73 -1.86
C 2.42 -0.57 -1.37
N 1.36 -0.61 -0.88
H 6.30 0.38 -3.13
H 5.87 -1.20 -2.55
H 4.71 2.10 -3.00
H 3.12 1.78 -2.41
C -0.33 4.02 2.48
C -0.25 2.61 2.17
N -0.19 1.49 1.93
H 0.67 4.43 2.52
H -0.85 4.18 3.42
H -0.86 4.52 1.67

---

(6)
58
Properties=species:S:1:pos:R:3 method="wB97M-V/def2-TZVPD" lumo_energy_ev=0.57 orbital_gap_ev=8.197 e_above_lowest_ev=3.5819 e_homo_ev=-7.63 smiles="CCCCn1nc2cc(C(=O)N(CC)c3ccc(OC)cc3)ccc2c1OCC" e_tot_ha=-1283.80434
C -5.16 -1.56 1.08
C -6.07 -1.28 -0.11
C -5.31 -1.03 -1.41
C -4.40 0.20 -1.39
N -3.14 -0.08 -0.77
N -2.40 -1.11 -1.19
C -1.31 -1.10 -0.42
C -0.21 -1.97 -0.47
C 0.83 -1.77 0.40
C 2.00 -2.68 0.35
O 1.88 -3.89 0.34
N 3.23 -2.08 0.37
C 4.42 -2.91 0.40
C 5.14 -2.91 -0.94
C 3.40 -0.69 0.16
C 2.78 -0.05 -0.91
C 2.92 1.31 -1.11
C 3.71 2.06 -0.25
O 3.92 3.40 -0.35
C 3.30 4.10 -1.40
C 4.36 1.42 0.80
C 4.20 0.06 1.01
C 0.76 -0.74 1.37
C -0.30 0.12 1.45
C -1.36 -0.03 0.54
C -2.57 0.60 0.25
O -3.27 1.65 0.76
C -2.56 2.57 1.58
C -1.50 3.34 0.82
H -4.43 -2.33 0.83
H -5.74 -1.91 1.93
H -4.62 -0.67 1.39
H -6.70 -0.41 0.11
H -6.73 -2.13 -0.26
H -4.69 -1.90 -1.65
H -6.04 -0.91 -2.22
H -4.87 1.02 -0.84
H -4.21 0.52 -2.42
H -0.18 -2.78 -1.19
H 4.08 -3.92 0.65
H 5.09 -2.55 1.18
H 5.45 -1.91 -1.21
H 6.01 -3.55 -0.89
H 4.47 -3.29 -1.72
H 2.17 -0.63 -1.60
H 2.42 1.76 -1.95
H 2.21 4.03 -1.33
H 3.63 3.75 -2.38
H 3.60 5.14 -1.27
H 4.98 2.01 1.46
H 4.70 -0.41 1.84
H 1.58 -0.64 2.08
H -0.31 0.88 2.21
H -2.13 2.05 2.44
H -3.34 3.24 1.94
H -1.04 4.08 1.48
H -0.72 2.67 0.45
H -1.94 3.85 -0.03